1.
# C5H11N3

One molecule with the formula C5H11N3 (wB97M-V/def2-TZVPD, OMol25).

The SMILES is C=C(NC)/C(N)=N/C. The calculation puts the HOMO energy (spin up / spin down) at -6.52 / -5.98 eV. The HOMO-LUMO gap (spin up / spin down) comes out at 7.338 / 6.925 eV. Its multiplicity is 1. As for the energy relative to the best compared isomer or geometry (same formula, charge and spin): 4.741 eV. As for the total energy: -9829.1652 eV.

Each line ends with the natural charge from an NBO analysis.
Cartesian coordinates (Å):
C (-2.0066, -0.3389, -1.3497)  -0.500
C (-0.9598, -0.0285, -0.5437)  0.060
N (0.2914, 0.5651, -0.9948)  -0.476
C (1.0055, 0.1596, -2.1945)  -0.412
C (-0.5062, -0.4855, 0.7381)  0.294
N (-1.2262, -0.9628, 1.8055)  -0.832
N (0.8644, -0.1880, 0.7161)  -0.404
C (1.4029, 0.4827, 1.9001)  -0.466
H (-2.7987, -0.9803, -0.9935)  0.205
H (-2.1342, 0.1597, -2.3007)  0.202
H (0.5206, 1.4744, -0.5972)  0.385
H (2.0725, 0.0638, -1.9731)  0.198
H (0.8631, 0.8859, -2.9957)  0.188
H (0.6542, -0.8114, -2.5431)  0.216
H (-1.9604, -0.3847, 2.1914)  0.386
H (-0.7595, -1.5238, 2.5036)  0.388
H (0.7643, 1.2902, 2.2794)  0.171
H (1.5248, -0.2704, 2.6838)  0.196
H (2.3881, 0.8930, 1.6681)  0.201

Forces on the atoms, in the same order (eV/Å):
C 0.0 0.5 0.3
C 1.7 -0.8 -0.9
N -2.3 1.3 -2.7
C -0.5 0.4 0.1
C 2.7 1.4 -0.1
N -0.3 0.2 0.3
N -1.2 -1.6 3.0
C -0.2 -0.9 0.4
H 0.0 -0.1 0.0
H 0.0 -0.1 0.0
H -0.1 -0.6 -0.4
H 0.0 0.1 0.1
H 0.2 -0.1 -0.2
H -0.2 0.1 0.2
H -0.1 -0.1 -0.2
H 0.2 0.2 -0.2
H 0.0 -0.1 0.0
H 0.2 0.2 0.4
H -0.1 -0.1 0.0

***

2.
# C5H11N3

A 2-piece molecular cluster, C5H11N3 overall (wB97M-V/def2-TZVPD, OMol25).

The calculation puts the HOMO energy (spin up / spin down) at -7.53 / -8.20 eV. The HOMO-LUMO gap (spin up / spin down) comes out at 6.010 / 7.307 eV. Its multiplicity is 1. As for the energy relative to the best compared isomer or geometry (same formula, charge and spin): 6.343 eV. As for the total energy: -9827.5634 eV.

Each line ends with the natural charge from an NBO analysis.
Cartesian coordinates (Å):
C (-1.2848, 1.4578, 1.6607)  -0.489
N (0.7770, -0.2528, 2.1762)  -0.588
N (0.0065, 0.2069, 3.1252)  0.062
N (-0.8505, 1.0860, 3.0048)  -0.230
H (1.3050, -1.0456, 2.5314)  0.363
H (0.6630, -0.2189, 0.7031)  0.299
H (-1.6254, 0.5862, 1.0941)  0.198
H (-0.4454, 1.8984, 1.0944)  0.195
H (-2.0947, 2.1775, 1.7473)  0.211
C (0.2686, -1.6311, -2.6270)  -0.655
C (0.1820, -1.3168, -1.1710)  -0.093
C (0.5969, 1.1431, -0.9862)  -0.292
C (0.5267, -0.1537, -0.5905)  -0.271
H (-0.1050, -2.1404, -0.5231)  0.203
H (-0.6443, -2.1353, -2.9590)  0.228
H (0.4228, -0.7329, -3.2257)  0.218
H (1.0920, -2.3253, -2.8288)  0.231
H (-0.1263, 1.5856, -1.6612)  0.203
H (1.3361, 1.8113, -0.5648)  0.207

Forces on the atoms, in the same order (eV/Å):
C 0.4 -0.1 -0.1
N 0.1 0.1 -1.2
N 0.1 0.3 0.2
N -0.4 -0.2 0.1
H -0.2 0.0 -0.2
H 0.0 0.0 0.6
H 0.0 0.0 0.0
H -0.1 0.0 0.0
H 0.1 0.0 0.0
C 0.2 0.0 -0.1
C 0.1 -0.1 0.4
C 0.1 0.1 0.1
C -0.3 -0.2 -0.1
H -0.1 0.0 0.0
H 0.0 0.1 0.1
H 0.0 0.0 0.0
H 0.0 0.1 0.0
H -0.1 0.0 0.0
H 0.1 0.0 0.0

***

3.
# C5H11N3

C5H11N3 as an isolated structure (wB97M-V/def2-TZVPD, OMol25).

The calculation puts the HOMO energy at -20.01 eV. The HOMO-LUMO gap comes out at 10.788 eV. Its total charge is +2. Its multiplicity is 1. As for the energy relative to the best compared isomer or geometry (same formula, charge and spin): 3.895 eV. As for the total energy: -9814.0474 eV.

Each line ends with the natural charge from an NBO analysis.
Cartesian coordinates (Å):
C (-1.1232, -1.4576, -0.1989)  0.432
C (0.5645, 0.1796, -0.2648)  0.541
C (-1.0436, 1.3930, -0.5665)  -0.260
C (-1.9680, 0.7445, 0.4790)  -0.312
C (2.8516, -0.2540, 0.2682)  -0.430
N (-2.1031, -0.6546, 0.1057)  -0.457
N (0.1370, -1.0962, -0.2835)  -0.589
N (1.7500, 0.5492, -0.1517)  -0.434
H (-1.2776, -2.5130, -0.5327)  0.288
H (-0.7463, 2.3615, -0.1570)  0.261
H (-1.3331, 1.3945, -1.5811)  0.258
H (-1.6127, 0.9344, 1.5562)  0.281
H (-3.0216, 1.2290, 0.2090)  0.303
H (2.2954, -1.1460, 0.5807)  0.181
H (3.1823, 0.2839, 1.1388)  0.268
H (3.6915, -0.5864, -0.3727)  0.295
H (-2.9581, -1.1424, 0.3956)  0.473
H (0.8806, -1.7272, -0.2986)  0.451
H (1.8345, 1.5077, -0.3257)  0.450

Forces on the atoms, in the same order (eV/Å):
C -1.7 -1.3 -0.7
C -5.6 3.0 -1.7
C 2.9 -1.6 3.8
C -1.3 2.0 -1.4
C 0.1 -1.7 1.1
N 0.1 -1.8 1.1
N 1.1 1.8 0.4
N 0.5 0.3 -1.2
H -0.4 0.8 0.9
H 0.3 -0.1 -0.5
H -0.1 -0.4 -1.1
H -0.8 -0.5 -1.6
H 2.0 -0.9 1.2
H 1.2 -0.2 0.6
H 0.8 -0.3 0.5
H -0.8 0.9 -0.3
H 0.0 0.3 -0.6
H 0.8 -2.2 -0.4
H 0.8 1.9 -0.2

***

4.
# C5H11N3

A 3-piece molecular cluster, C5H11N3 overall (wB97M-V/def2-TZVPD, OMol25).

The calculation puts the HOMO energy at -17.51 eV. The HOMO-LUMO gap comes out at 8.245 eV. Its total charge is +2. Its multiplicity is 1. As for the energy relative to the best compared isomer or geometry (same formula, charge and spin): 7.970 eV. As for the total energy: -9809.9726 eV.

Each line ends with the natural charge from an NBO analysis.
Cartesian coordinates (Å):
C (-1.7450, 0.7306, 0.4368)  0.227
C (0.3980, 0.3804, -0.1780)  0.362
C (1.4986, 0.8791, 0.6254)  -0.287
C (5.7636, 0.3209, 0.5306)  0.548
C (-1.3306, -0.2385, -1.6758)  -0.473
N (4.7169, 0.2296, 0.0959)  -0.363
N (1.5050, 0.1024, -0.6629)  -0.272
N (-0.8811, 0.4617, -0.4815)  -0.273
H (-2.7778, 0.7345, 0.2556)  0.239
H (-1.5957, 1.0101, 1.4510)  0.249
H (1.8991, 1.8154, 0.5175)  0.213
H (3.8800, 0.1868, -0.4173)  0.502
H (1.6646, 0.3495, 1.4959)  0.209
H (-7.4529, -3.2151, 1.5608)  -0.011
H (-7.9866, -2.7741, 1.8372)  0.011
H (6.7592, 0.5649, 0.6713)  0.306
H (-2.3308, 0.0357, -2.0194)  0.273
H (-1.3973, -1.2773, -1.5128)  0.260
H (-0.5871, -0.2965, -2.5304)  0.281

Forces on the atoms, in the same order (eV/Å):
C 0.0 0.6 -0.1
C 4.3 1.7 1.0
C -1.6 -1.3 -0.5
C -2.7 0.0 -1.6
C 0.3 -0.4 -3.2
N 2.5 0.1 1.3
N 0.0 -1.2 -1.0
N -3.9 -1.3 0.1
H -1.3 -0.4 -1.1
H 1.4 0.3 0.7
H 0.5 2.5 0.0
H -1.7 -0.3 -0.7
H 0.8 -1.0 1.8
H -0.1 0.1 0.1
H 0.1 -0.1 -0.1
H 2.0 0.1 0.9
H 0.4 0.6 0.2
H -0.2 -1.4 1.1
H -0.7 1.2 1.1

***

5.
# C5H11N3

A 2-piece molecular cluster, C5H11N3 overall (wB97M-V/def2-TZVPD, OMol25).

The calculation puts the HOMO energy at -18.04 eV. The HOMO-LUMO gap comes out at 8.998 eV. Its total charge is +2. Its multiplicity is 1. As for the energy relative to the best compared isomer or geometry (same formula, charge and spin): 6.361 eV. As for the total energy: -9811.5815 eV.

Each line ends with the natural charge from an NBO analysis.
Cartesian coordinates (Å):
C (-2.7538, 0.3692, -0.0932)  0.399
C (-0.4419, -0.1070, 0.4703)  0.420
C (2.6656, -0.6907, -0.6417)  -0.439
C (3.0646, 0.6689, 0.0983)  -0.452
C (2.0182, -0.1843, 0.5303)  0.141
N (-3.5625, 0.7349, -1.0223)  -0.653
N (-0.7013, -0.8610, 1.4415)  -0.696
N (-1.4858, 0.2335, -0.4233)  -0.587
H (-3.0284, 0.5289, 0.9285)  0.263
H (2.2713, -0.7425, -1.7283)  0.300
H (3.4435, -1.3931, -0.5466)  0.267
H (3.8124, 0.7420, 0.8628)  0.286
H (3.0395, 1.6289, -0.4260)  0.312
H (2.1014, -0.6110, 1.4838)  0.212
H (-4.5457, 1.0827, -1.0501)  0.482
H (-3.3342, 0.7839, -2.0197)  0.437
H (0.0929, -1.0967, 1.9762)  0.430
H (-1.4519, -1.5747, 1.4984)  0.434
H (-1.2041, 0.4880, -1.3389)  0.445

Forces on the atoms, in the same order (eV/Å):
C -0.7 2.0 -0.7
C 1.7 1.6 -2.2
C 0.1 0.8 -2.1
C -1.1 1.5 -1.2
C -0.6 0.1 -0.9
N -2.4 0.7 -2.2
N -1.5 -2.2 0.7
N 2.0 -1.4 1.8
H -0.3 -0.7 0.7
H 0.6 1.1 2.0
H 0.2 -1.7 0.5
H 0.6 -0.3 0.3
H -0.4 -0.5 -0.3
H -0.8 -0.7 1.4
H 0.8 -0.6 1.6
H 0.9 -0.5 0.4
H 0.7 -0.4 1.2
H 0.0 0.9 0.2
H 0.4 0.3 -0.9

***

6.
# C5H11N3

An isolated ion of composition C5H11N3 and charge +2 (wB97M-V/def2-TZVPD, OMol25).

The SMILES is C=[N+]1CCCNC1=[NH2+]. The calculation puts the HOMO energy at -19.22 eV. The HOMO-LUMO gap comes out at 8.654 eV. Its total charge is +2. Its multiplicity is 1. As for the energy relative to the best compared isomer or geometry (same formula, charge and spin): 3.462 eV. As for the total energy: -9814.4808 eV.

Each line ends with the natural charge from an NBO analysis.
Cartesian coordinates (Å):
C (1.8154, 1.2823, -0.4490)  0.185
N (0.8175, 0.6187, 0.0032)  -0.291
C (-0.3904, 1.0730, 0.7181)  -0.235
C (-1.5396, 0.6891, -0.2043)  -0.451
C (-1.5750, -0.8267, -0.3705)  -0.273
N (-0.4130, -1.4410, 0.1932)  -0.470
C (0.8428, -0.8291, 0.0214)  0.673
N (1.9916, -1.4622, 0.2179)  -0.684
H (2.0998, 2.3582, -0.2802)  0.303
H (2.6688, 0.6927, -0.7902)  0.222
H (-0.3608, 2.2468, 0.9201)  0.299
H (-0.4107, 0.4584, 1.6051)  0.254
H (-1.5135, 1.2566, -1.1639)  0.262
H (-2.4483, 1.0276, 0.3282)  0.289
H (-2.5732, -1.2729, -0.0544)  0.293
H (-1.5457, -1.1072, -1.4546)  0.247
H (-0.4112, -2.3954, 0.4016)  0.451
H (2.1526, -2.4608, 0.1920)  0.481
H (2.8634, -0.8360, 0.2677)  0.447

Forces on the atoms, in the same order (eV/Å):
C 1.6 0.3 1.0
N 0.9 -0.3 0.1
C -0.7 3.1 -0.5
C -0.9 1.0 0.5
C -2.3 -0.5 -2.4
N 4.5 3.2 -0.7
C -2.6 -3.1 1.6
N 1.1 2.9 -0.5
H -1.4 -0.8 -0.3
H -0.4 0.2 -0.7
H 0.2 -2.7 -0.4
H -0.1 0.4 0.6
H 0.1 -0.5 0.7
H 0.3 -0.2 -0.4
H 1.7 0.3 0.3
H -0.2 0.4 0.7
H 0.0 -1.8 0.4
H -0.3 -0.2 0.0
H -1.6 -1.8 0.2

***

Max |F| (eV/Å)
3.8, 1.2, 6.6, 4.7, 3.4, 5.6